[1]
Computed, not measured: C34H23N9O3SSn as an isolated structure in a non-equilibrium geometry, with the ωB97M-V functional and the def2-TZVPD basis.

Results
E_HOMO (alpha / beta)   -13.5 / -13.5 eV
E_LUMO (alpha / beta)   -8.7 / -8.6 eV
Frontier orbital gap (alpha / beta)   4.790 / 4.955 eV

Geometry as ORCA input:
```
! RIJCOSX wB97M-V def2-TZVPD def2/J DEFGRID3
* xyz 2 1
Sn 0.568 -0.136 0.173
C -0.824 -3.061 3.590
C -0.831 -2.594 2.274
N -1.044 -1.322 2.008
C -1.261 -0.478 3.012
C -1.216 -0.954 4.330
N -1.000 -2.221 4.585
C -1.523 0.930 2.686
C -2.128 1.791 3.600
C -2.335 3.119 3.240
C -1.986 3.511 1.949
C -1.415 2.581 1.085
N -1.169 1.335 1.475
C -1.088 2.901 -0.317
C -1.259 4.170 -0.892
N -0.994 4.383 -2.160
C -0.560 3.393 -2.907
C -0.372 2.126 -2.350
N -0.643 1.907 -1.082
C -2.862 4.103 4.201
C -3.863 3.786 5.120
C -4.259 4.763 6.027
N -3.719 5.957 6.029
C -2.783 6.290 5.174
C -2.318 5.388 4.226
H -0.662 -4.100 3.839
H -0.665 -3.255 1.436
H -1.325 -0.302 5.184
H -2.423 1.450 4.576
H -2.180 4.520 1.634
H -1.610 5.026 -0.336
H -0.358 3.605 -3.947
H -0.005 1.293 -2.933
H -4.343 2.820 5.131
H -5.023 4.576 6.768
H -2.390 7.295 5.239
H -1.528 5.678 3.551
O 2.475 1.297 -0.777
S 3.112 0.451 -1.780
O 3.241 1.014 -3.085
N 2.069 -0.841 -1.788
C 1.661 -1.463 -2.878
C 2.379 -1.552 -4.086
C 1.901 -2.308 -5.145
C 0.673 -2.940 -5.084
C -0.144 -2.797 -3.944
C -1.439 -3.344 -3.839
C -2.167 -3.170 -2.684
C -1.616 -2.390 -1.662
N -0.400 -1.899 -1.734
C 0.352 -2.093 -2.817
C 4.634 -0.260 -1.194
C 4.569 -1.180 -0.164
C 5.740 -1.777 0.276
C 6.949 -1.459 -0.327
C 6.993 -0.536 -1.363
C 5.827 0.074 -1.805
H 3.347 -1.083 -4.152
H 2.507 -2.418 -6.030
H 0.332 -3.565 -5.893
H -1.858 -3.869 -4.683
H -3.153 -3.590 -2.568
H -2.169 -2.148 -0.761
H 3.611 -1.410 0.282
H 5.700 -2.493 1.083
H 7.860 -1.932 0.011
H 7.931 -0.288 -1.836
H 5.842 0.808 -2.596
O 3.634 0.494 3.171
C 2.695 0.176 2.579
N 1.686 -0.193 2.047
*
```


[2]
Computed, not measured: C34H24AuIN3O2P as an isolated structure, with the ωB97M-V functional and the def2-TZVPD basis.

Results
E_HOMO   -14.2 eV
Relative energy (zero: lowest compared OMol25 entry of this formula, charge and spin)   48.47 kJ/mol
E_LUMO   -7.7 eV
Frontier orbital gap   6.578 eV

Geometry as ORCA input:
```
! RIJCOSX wB97M-V def2-TZVPD def2/J DEFGRID3
* xyz 2 1
Au 0.074 -0.072 -0.697
O 1.028 -2.688 2.260
C 0.500 -2.050 1.395
N 1.041 -0.882 0.836
C 1.849 -0.029 1.627
O 2.669 -0.423 2.401
C 1.521 1.452 1.491
C 2.188 2.371 2.277
C 1.844 3.710 2.158
C 0.857 4.074 1.252
C 0.240 3.087 0.501
N 0.560 1.802 0.628
C -0.875 -2.417 0.866
C -1.495 -3.564 1.320
C -2.767 -3.857 0.851
C -3.366 -2.993 -0.054
C -2.675 -1.863 -0.460
N -1.458 -1.580 -0.003
H 2.950 2.021 2.960
H 2.337 4.458 2.763
H 0.558 5.106 1.132
H -0.539 3.328 -0.212
H -0.974 -4.189 2.031
H -3.285 -4.744 1.188
H -4.358 -3.179 -0.440
H -3.116 -1.167 -1.162
I -1.193 0.905 -2.721
C 0.246 1.837 -3.923
C -0.261 2.971 -4.503
C 0.467 3.617 -5.522
C 1.639 3.066 -5.936
C 2.169 1.899 -5.331
C 3.380 1.373 -5.838
C 3.945 0.259 -5.296
C 3.344 -0.322 -4.171
C 2.161 0.143 -3.634
P 1.863 -0.706 -2.052
C 1.570 -2.440 -2.395
C 1.144 -2.831 -3.665
C 0.834 -4.161 -3.909
C 0.947 -5.098 -2.892
C 1.364 -4.711 -1.625
C 1.668 -3.385 -1.368
C 3.370 -0.428 -1.128
C 4.228 -1.450 -0.732
C 5.381 -1.135 -0.028
C 5.681 0.185 0.270
C 4.835 1.208 -0.142
C 3.677 0.905 -0.836
C 1.500 1.253 -4.247
H -1.221 3.369 -4.206
H 0.073 4.513 -5.978
H 2.197 3.514 -6.747
H 3.848 1.877 -6.673
H 4.864 -0.152 -5.689
H 3.856 -1.153 -3.698
H 1.062 -2.108 -4.466
H 0.513 -4.465 -4.895
H 0.717 -6.136 -3.089
H 1.462 -5.443 -0.835
H 2.000 -3.099 -0.381
H 4.021 -2.482 -0.977
H 6.047 -1.927 0.285
H 6.581 0.421 0.820
H 5.080 2.238 0.075
H 3.021 1.705 -1.163
*
```